1.
ORCA calculation (the ωB97M-V functional and the def2-TZVPD basis) on the ion C3H8NO with charge -1 in a non-equilibrium geometry.

As for the HOMO energy: -2.38 eV. Its SMILES is CCNC[O-]. The calculation puts the energy relative to the best compared isomer or geometry (same formula, charge and spin) at 1.3643 eV. Its HOMO-LUMO gap is 6.9 eV. The calculation puts the LUMO energy at 4.514 eV.

Geometry as ORCA input:
```
! RIJCOSX wB97M-V def2-TZVPD def2/J DEFGRID3
* xyz -1 1
C 0.980 0.520 -1.073
C 0.158 1.047 0.142
N -0.001 -0.055 1.220
C -1.151 -1.060 0.719
O -1.154 -1.454 -0.568
H 1.385 1.255 -1.925
H 0.378 -0.110 -1.683
H 1.972 -0.112 -0.767
H -0.940 1.206 -0.164
H 0.736 1.833 0.520
H 0.818 -0.715 1.216
H -2.129 -0.554 0.801
H -1.051 -1.799 1.563
*
```

---

2.
ORCA calculation (the ωB97M-V functional and the def2-TZVPD basis) on the ion C3H8NO with charge -1 in a non-equilibrium geometry.

As for the HOMO energy: -2.44 eV. Its SMILES is CCNC[O-]. The calculation puts the energy relative to the best compared isomer or geometry (same formula, charge and spin) at 0.8852 eV. Its HOMO-LUMO gap is 6.8 eV. The calculation puts the LUMO energy at 4.332 eV.

Geometry as ORCA input:
```
! RIJCOSX wB97M-V def2-TZVPD def2/J DEFGRID3
* xyz -1 1
C -0.198 -1.761 -1.526
C 0.289 -0.439 -0.958
N -0.679 -0.072 0.107
C 0.112 0.640 1.340
O 0.433 1.880 1.185
H 0.496 -2.137 -2.299
H -1.195 -1.677 -2.039
H -0.325 -2.477 -0.719
H 0.578 0.394 -1.594
H 1.271 -0.711 -0.502
H -1.165 0.806 -0.087
H 1.137 0.010 1.515
H -0.517 0.215 2.146
*
```

---

3.
ORCA calculation (the ωB97M-V functional and the def2-TZVPD basis) on a cluster of 2 separate species, C3H8NO in total in a non-equilibrium geometry.

As for the HOMO energy: -13.67 eV. The calculation puts the energy relative to the best compared isomer or geometry (same formula, charge and spin) at 1.2307 eV. Its HOMO-LUMO gap is 8.5 eV. The calculation puts the LUMO energy at -5.159 eV.

Geometry as ORCA input:
```
! RIJCOSX wB97M-V def2-TZVPD def2/J DEFGRID3
* xyz 1 1
C 0.425 -1.774 -0.884
N 1.346 -1.175 -0.267
H 0.279 -2.837 -0.756
H -0.322 -1.285 -1.465
H 1.436 -0.121 -0.252
H 1.986 -1.652 0.361
C -1.548 0.826 0.918
C -0.668 1.451 0.166
O 0.705 1.301 0.379
H -2.607 0.941 0.737
H -1.259 0.121 1.686
H -0.868 2.159 -0.625
H 1.095 2.044 0.003
*
```

---

4.
ORCA calculation (the ωB97M-V functional and the def2-TZVPD basis) on a cluster of 2 separate species, C3H8NO in total in a non-equilibrium geometry.

As for the HOMO energy: -13.47 eV. The calculation puts the energy relative to the best compared isomer or geometry (same formula, charge and spin) at 0.9726 eV. Its HOMO-LUMO gap is 7.8 eV. The calculation puts the LUMO energy at -5.641 eV.

Geometry as ORCA input:
```
! RIJCOSX wB97M-V def2-TZVPD def2/J DEFGRID3
* xyz 1 1
C 2.004 -1.692 0.344
N 2.351 -1.485 -0.861
H 2.559 -2.301 1.044
H 1.130 -1.159 0.713
H 2.031 -0.644 -1.337
H 2.988 -2.092 -1.372
O -0.674 0.220 0.043
C -1.765 0.722 0.194
C -2.084 2.153 0.382
H -2.622 0.021 0.229
H -2.547 2.723 -0.420
H -2.723 2.214 1.274
H -1.188 2.702 0.665
*
```

---

5.
ORCA calculation (the ωB97M-V functional and the def2-TZVPD basis) on a cluster of 2 separate species, C3H8NO in total in a non-equilibrium geometry.

As for the HOMO energy: -13.58 eV. The calculation puts the energy relative to the best compared isomer or geometry (same formula, charge and spin) at 1.8099 eV. Its HOMO-LUMO gap is 8.1 eV. The calculation puts the LUMO energy at -5.478 eV.

Geometry as ORCA input:
```
! RIJCOSX wB97M-V def2-TZVPD def2/J DEFGRID3
* xyz 1 1
C -1.814 1.228 0.058
N -0.677 1.554 0.547
H -2.665 1.817 0.405
H -1.807 0.674 -0.849
H 0.130 1.188 -0.056
H -0.512 2.078 1.403
C 1.104 -1.648 0.724
C 1.224 -1.236 -0.525
O 0.807 0.021 -1.072
H 1.794 -2.374 1.124
H 0.301 -1.244 1.383
H 1.753 -1.894 -1.226
H 0.364 -0.163 -1.918
*
```

---

6.
ORCA calculation (the ωB97M-V functional and the def2-TZVPD basis) on the ion C3H8NO with charge +1 in a non-equilibrium geometry.

As for the HOMO energy: -17.04 eV. Its SMILES is C[N+]1(C)CO1. The calculation puts the energy relative to the best compared isomer or geometry (same formula, charge and spin) at 3.4901 eV. Its HOMO-LUMO gap is 14.1 eV. The calculation puts the LUMO energy at -2.991 eV.

Geometry as ORCA input:
```
! RIJCOSX wB97M-V def2-TZVPD def2/J DEFGRID3
* xyz 1 1
C -0.283 -0.359 -1.206
N 0.224 -0.246 0.143
C 0.605 1.094 0.498
C -0.066 -1.283 1.075
O 1.133 -1.237 0.427
H 0.414 -0.317 -1.978
H -0.642 -1.397 -1.489
H -1.123 0.402 -1.278
H 1.378 1.374 -0.173
H -0.163 1.833 0.267
H 1.050 1.227 1.461
H 0.073 -0.941 2.131
H -0.768 -2.117 1.114
*
```

---

7.
ORCA calculation (the ωB97M-V functional and the def2-TZVPD basis) on a cluster of 2 separate species, C3H8NO in total in a non-equilibrium geometry.

As for the HOMO energy: -15.32 eV. The calculation puts the energy relative to the best compared isomer or geometry (same formula, charge and spin) at 5.7038 eV. Its HOMO-LUMO gap is 10.3 eV. The calculation puts the LUMO energy at -4.979 eV.

Geometry as ORCA input:
```
! RIJCOSX wB97M-V def2-TZVPD def2/J DEFGRID3
* xyz 1 1
C 0.746 0.073 0.130
C -2.115 0.342 -0.444
C -1.338 -0.320 0.712
N 3.067 -0.277 0.020
O 1.755 -0.585 0.410
H 0.768 0.998 -0.458
H -1.864 0.180 -1.448
H -2.082 1.381 -0.318
H -3.175 0.003 -0.422
H -1.413 0.098 1.695
H -1.255 -1.439 0.510
H 3.168 0.551 -0.515
H 3.737 -1.006 0.126
*
```

---

8.
ORCA calculation (the ωB97M-V functional and the def2-TZVPD basis) on a cluster of 2 separate species, C3H8NO in total in a non-equilibrium geometry.

As for the HOMO energy (spin up / spin down): -20.12 / -20.09 eV. The calculation puts the energy relative to the best compared isomer or geometry (same formula, charge and spin) at 3.2611 eV. Its HOMO-LUMO gap (spin up / spin down) is 8.8 / 4.8 eV. The calculation puts the LUMO energy (spin up / spin down) at -11.350 / -15.281 eV. Its expectation value of S² is 0.75.

Geometry as ORCA input:
```
! RIJCOSX wB97M-V def2-TZVPD def2/J DEFGRID3
* xyz 2 2
C 1.359 -0.436 0.484
C 2.232 -1.341 0.004
C -0.418 1.133 -0.215
N 0.422 0.221 -0.597
H 1.366 0.137 1.414
H 2.166 -1.793 -1.123
H 2.894 -1.939 0.496
H -1.119 1.490 -1.004
H -0.625 1.439 0.840
H 0.611 -0.185 -1.440
H -3.483 0.115 0.695
H -2.380 -0.379 0.056
O -2.677 0.429 0.326
*
```

---

no.,total energy (eV)
1,-6776.628
2,-6777.107
3,-6769.939
4,-6770.197
5,-6769.360
6,-6767.680
7,-6765.466
8,-6753.566